Record 1
The following is a DFT calculation (ωB97M-V/def2-TZVPD) of C4H9NO2 as an isolated structure in a non-equilibrium geometry.

```
16
Properties=species:S:1:pos:R:3:forces:R:3
C -2.410 0.762 0.937 -0.065 -0.625 -0.413
C -1.491 -0.346 0.269 -0.395 -1.656 -0.871
N -0.341 0.310 -0.277 0.568 -0.255 -0.040
C 0.693 -0.583 -0.299 0.592 0.980 0.727
O 0.927 -1.337 0.620 -0.055 -0.275 -0.739
O 1.513 -0.394 -1.352 0.127 0.167 0.042
C 2.793 -0.089 -0.800 0.600 0.109 -0.018
H -2.641 1.656 0.335 0.048 -0.623 -0.223
H -3.338 0.371 1.356 0.004 -0.092 -0.245
H -1.843 1.165 1.805 -0.011 -0.517 -0.586
H -1.187 -0.997 1.063 0.419 0.304 0.781
H -1.455 -1.400 -0.567 -2.511 2.938 1.804
H -0.508 0.872 -1.105 0.238 -0.422 0.069
H 3.397 0.294 -1.616 0.124 -0.057 0.023
H 2.650 0.684 -0.034 0.279 -0.059 -0.156
H 3.240 -0.969 -0.334 0.038 0.084 -0.156
```
Forces are in eV/Å.

Output
Charge: 0
ΔE to the lowest compared entry with this formula, charge and spin in eV: 2.869
Maximum force in eV/Å: 4.27
HOMO in eV: -9.519

Record 2
The following is a DFT calculation (ωB97M-V/def2-TZVPD) of the molecule C5H9F in a non-equilibrium geometry.

```
15
Properties=species:S:1:pos:R:3:forces:R:3
C 1.866 0.263 -0.136 1.297 -0.738 -0.440
C 0.471 -0.076 0.336 -0.200 -3.745 0.738
C -0.563 -1.030 -0.439 1.360 0.003 -1.944
C -1.704 -0.098 -0.002 -0.285 -0.231 -0.717
C -0.638 0.876 0.440 -0.690 0.650 1.326
H 1.929 0.905 -1.050 -0.253 -0.127 1.084
H 2.396 -0.665 -0.454 -0.608 0.272 0.107
H 2.549 0.583 0.696 -0.863 0.419 -0.761
H 0.483 -0.626 1.317 0.556 0.783 -0.484
H -0.371 -0.981 -1.542 -0.281 -0.101 0.788
H -0.615 -2.092 -0.158 0.105 0.388 0.042
H -2.404 0.272 -0.823 0.827 -0.490 1.361
H -2.196 -0.525 0.859 -0.661 0.024 0.069
H -0.695 1.336 1.399 -0.542 0.496 1.009
F -0.509 1.856 -0.443 0.238 2.395 -2.178
```
Forces are in eV/Å.

Output
Charge: 0
ΔE to the lowest compared entry with this formula, charge and spin in eV: 0.945
Maximum force in eV/Å: 3.82
SMILES: C[C@@H]1CC[C@@H]1F
HOMO in eV: -10.117

Record 3
The following is a DFT calculation (ωB97M-V/def2-TZVPD) of C18H14F5IN2SSn as an isolated structure in a non-equilibrium geometry.

```
42
Properties=species:S:1:pos:R:3:forces:R:3
C 2.497 2.899 0.017 0.424 -0.187 0.406
C 3.375 1.634 -0.267 0.033 0.625 0.533
H 1.895 3.184 -0.850 -0.119 0.254 -0.078
H 3.108 3.774 0.265 0.091 -0.207 -0.268
H 1.854 2.786 0.903 0.364 0.107 -0.393
H 2.990 0.959 -1.058 0.126 -0.032 -0.163
H 4.361 1.950 -0.629 -0.250 -0.215 -0.183
H 3.539 1.054 0.645 0.003 -0.022 -0.103
C -2.083 1.512 -1.515 -0.208 -0.369 0.135
C -3.387 1.225 -1.899 0.247 -0.055 -0.115
C -3.644 0.014 -2.543 0.228 0.258 0.175
C -2.598 -0.877 -2.744 0.703 -0.110 0.037
H -1.828 2.467 -1.052 -0.100 -0.365 -0.142
H -4.167 1.948 -1.685 0.097 -0.082 -0.208
H -4.642 -0.233 -2.895 0.122 0.048 0.095
H -2.743 -1.819 -3.261 -0.250 0.295 0.096
N -1.094 0.597 -1.625 0.026 0.167 -0.594
C -1.315 -0.589 -2.265 -0.602 0.844 0.392
C -0.194 -1.546 -2.336 0.889 -0.983 -0.045
N 1.001 -1.174 -1.800 -0.299 0.079 -0.112
C 2.008 -2.074 -1.740 -0.357 0.254 -0.027
C 0.679 -3.757 -2.823 -0.078 0.386 0.023
C 1.884 -3.369 -2.243 -0.004 0.295 0.131
H 2.927 -1.745 -1.244 -0.307 -0.114 -0.272
H 2.728 -4.048 -2.159 -0.184 0.103 -0.059
C -0.370 -2.842 -2.866 0.091 0.896 0.301
H -1.339 -3.094 -3.291 0.416 -0.210 0.090
H 0.540 -4.751 -3.236 0.093 0.098 0.095
Sn 0.727 0.872 -0.342 -2.188 -1.805 1.051
I -0.774 2.561 1.649 0.226 0.221 -0.869
F -1.157 1.386 6.159 0.473 -0.823 -1.654
C -0.827 0.804 4.989 -0.187 0.613 1.414
C 0.488 0.885 4.520 0.843 0.329 0.387
F 1.427 1.529 5.243 -1.022 -0.536 -0.860
C 0.794 0.310 3.296 0.873 0.082 0.259
F 2.014 0.536 2.742 -1.004 -0.352 0.569
C -0.153 -0.431 2.565 0.042 0.079 -0.469
S 0.246 -1.168 1.045 0.530 0.338 0.423
C -1.470 -0.479 3.057 -0.598 -0.110 -0.339
F -2.417 -1.061 2.295 0.740 0.446 0.863
C -1.805 0.118 4.261 -1.328 -0.396 -0.123
F -3.074 0.052 4.714 1.403 0.157 -0.397
```
Forces are in eV/Å.

Output
Charge: +2
ΔE to the lowest compared entry with this formula, charge and spin in eV: 0.000
Maximum force in eV/Å: 3.03
HOMO (alpha / beta) in eV: -15.235 / -15.275

Record 4
The following is a DFT calculation (ωB97M-V/def2-TZVPD) of C25H29BiBr3N5O3S as an isolated structure in a non-equilibrium geometry.

```
67
Properties=species:S:1:pos:R:3:forces:R:3
Bi -0.359 -0.734 -0.190 -0.389 0.238 0.749
C 2.546 -0.258 -1.703 0.271 0.041 0.139
C 2.724 -0.090 -0.198 0.136 0.044 -0.240
N 1.827 -0.970 0.581 -0.064 -0.057 0.158
C 2.237 -2.377 0.785 0.053 -0.184 -0.073
C 2.069 -3.265 -0.436 -0.169 -0.024 0.106
S 0.428 -3.114 -1.257 0.333 -0.249 -0.431
C 0.929 -2.591 -2.933 -0.091 -0.068 0.164
C 0.748 -1.096 -3.187 -0.053 -0.095 -0.189
N 1.121 -0.250 -2.047 -0.117 1.081 -0.463
H 3.073 0.566 -2.191 -0.040 -0.051 -0.063
H 3.014 -1.178 -2.053 -0.081 0.000 -0.016
H 3.767 -0.270 0.074 -0.028 0.012 0.055
H 2.463 0.932 0.078 0.023 -0.010 0.049
H 1.740 -0.550 1.503 -0.050 0.020 -0.006
H 3.282 -2.416 1.106 -0.011 0.036 -0.016
H 1.610 -2.768 1.580 0.093 0.049 0.093
H 2.828 -3.089 -1.193 -0.019 -0.029 -0.030
H 2.149 -4.302 -0.115 0.048 -0.003 -0.025
H 1.957 -2.918 -3.074 -0.006 -0.025 -0.045
H 0.309 -3.159 -3.625 0.043 0.024 -0.050
H 1.336 -0.845 -4.075 -0.092 0.115 -0.016
H -0.299 -0.885 -3.414 0.025 0.023 -0.051
H 0.837 0.738 -2.295 0.233 -0.542 0.096
Br -2.181 5.730 1.903 0.036 -0.175 -0.185
C -1.822 4.358 0.657 0.024 0.117 0.106
C -2.556 3.187 0.674 -0.102 0.106 0.063
C -2.177 2.194 -0.209 0.056 -0.069 -0.036
N -1.160 2.284 -1.062 0.421 0.302 -0.433
C -0.510 3.465 -1.147 -0.416 -0.041 0.449
C -0.815 4.515 -0.280 -0.034 -0.041 0.084
C 0.498 3.706 -2.224 0.210 0.019 -0.313
C 1.024 4.977 -2.437 0.044 0.166 0.067
C 1.876 5.197 -3.509 0.059 0.099 0.017
Br 2.644 6.899 -3.766 -0.152 -0.245 0.009
C 2.159 4.156 -4.377 0.057 0.141 0.000
C 1.615 2.924 -4.074 -0.009 -0.119 0.092
N 0.830 2.692 -3.024 -0.142 -0.666 0.162
H -3.391 3.055 1.346 -0.011 -0.040 -0.011
H -2.739 1.264 -0.221 0.014 -0.043 0.027
H -0.289 5.455 -0.327 -0.032 -0.055 0.085
H 0.793 5.811 -1.793 0.003 -0.006 -0.083
H 2.785 4.293 -5.246 0.017 0.001 0.003
H 1.827 2.072 -4.711 0.010 -0.001 -0.006
Br -1.617 -7.609 2.272 -0.084 0.184 0.059
C -2.413 -5.920 2.597 0.081 -0.215 -0.062
C -3.618 -5.841 3.281 0.041 0.016 -0.019
C -4.201 -4.600 3.495 -0.033 0.013 0.026
C -3.597 -3.449 3.020 0.065 0.092 -0.047
C -2.390 -3.540 2.330 -0.116 -0.208 0.025
C -1.789 -4.782 2.123 -0.021 0.066 0.040
C -1.787 -2.341 1.732 0.008 0.319 -0.093
O -2.417 -1.276 1.556 0.186 0.012 0.118
O -0.552 -2.423 1.320 0.037 0.260 -0.059
H -4.099 -6.741 3.636 0.013 -0.008 0.007
H -5.142 -4.537 4.024 0.008 -0.003 0.026
H -4.048 -2.479 3.177 -0.045 -0.011 -0.046
H -0.860 -4.856 1.578 0.011 -0.011 0.006
C 0.451 2.716 3.075 0.006 0.052 0.067
C -0.208 1.548 2.409 0.418 0.197 -0.101
N -1.279 1.036 2.980 -0.229 -0.364 -0.146
O 0.311 1.082 1.351 -0.520 -0.287 0.288
H -0.191 3.172 3.825 0.013 0.021 0.013
H 0.729 3.465 2.336 -0.050 -0.054 -0.074
H 1.368 2.378 3.560 -0.008 -0.034 -0.002
H -1.616 1.408 3.854 -0.007 0.094 -0.042
H -1.783 0.244 2.570 0.124 0.071 0.022
```
Forces are in eV/Å.

Output
Charge: +2
ΔE to the lowest compared entry with this formula, charge and spin in eV: 0.656
Maximum force in eV/Å: 1.18
HOMO in eV: -13.317

Record 5
The following is a DFT calculation (ωB97M-V/def2-TZVPD) of the molecule C5H4ClFO in a non-equilibrium geometry.

```
12
Properties=species:S:1:pos:R:3:forces:R:3
C -0.763 0.638 -0.533 -1.274 1.374 1.020
C -0.888 -0.412 0.588 -0.135 1.118 1.326
C 0.194 -0.419 -0.959 1.951 0.506 -2.483
C 1.260 -0.309 0.054 1.584 1.362 3.844
C 0.521 -0.227 1.222 0.841 1.145 0.673
H -1.590 0.748 -1.216 -0.463 0.029 -0.070
H -1.774 -0.441 1.240 0.371 -0.611 -0.386
H 0.413 -0.497 -1.996 0.559 -0.415 -0.830
H 0.664 0.262 2.332 0.096 -1.752 -3.211
O -0.636 -1.392 -0.440 -1.783 -1.459 0.586
F -0.386 1.915 -0.122 0.123 -0.687 -0.518
Cl 2.985 0.134 -0.169 -1.871 -0.609 0.050
```
Forces are in eV/Å.

Output
Charge: 0
ΔE to the lowest compared entry with this formula, charge and spin in eV: 2.911
Maximum force in eV/Å: 4.38
HOMO in eV: -9.470

Record 6
The following is a DFT calculation (ωB97M-V/def2-TZVPD) of C10H6AuBr4N2O5 as an isolated structure in a non-equilibrium geometry.

```
28
Properties=species:S:1:pos:R:3:forces:R:3
Au 0.062 -0.043 0.707 -0.289 0.877 -0.194
N 0.424 -0.519 3.186 0.519 -0.521 0.553
C 1.875 -0.351 3.271 -0.539 -0.132 -0.030
C 2.591 -1.136 2.181 -0.357 0.210 0.511
O 3.650 -1.656 2.370 0.499 -0.201 -0.196
N 1.886 -1.169 0.934 -0.675 0.762 0.911
C 2.346 -1.832 -0.023 0.844 -0.458 -1.085
C -0.085 -3.593 0.903 -0.245 -0.009 0.320
O 0.536 -3.845 1.860 -0.073 0.120 -0.286
O -0.732 -3.360 -0.023 0.206 -0.130 0.003
H -0.072 0.063 3.845 -0.016 0.130 -0.032
H 0.173 -1.486 3.351 -0.094 0.027 0.133
H 2.301 -0.655 4.228 0.178 -0.035 -0.025
H 2.103 0.704 3.111 0.059 0.029 -0.063
H 3.296 -2.361 0.079 -0.131 -0.159 -0.028
H 1.800 -1.795 -0.968 0.089 -0.077 0.050
Br -3.550 4.505 -3.380 -0.021 -0.015 0.034
C -2.561 2.987 -2.816 -0.006 -0.099 -0.044
C -2.001 2.129 -3.743 0.028 -0.003 0.167
Br -2.222 2.437 -5.601 0.028 -0.016 -0.003
C -1.270 1.014 -3.292 -0.240 0.149 -0.014
Br -0.499 -0.220 -4.510 0.011 -0.018 -0.005
C -1.093 0.718 -1.935 0.103 -0.414 0.162
O -0.484 -0.342 -1.525 -0.101 0.114 -0.582
C -1.620 1.667 -0.962 0.089 0.232 0.017
O -1.368 1.524 0.315 -0.013 -0.400 -0.242
C -2.377 2.733 -1.442 0.144 -0.008 -0.042
Br -3.110 3.884 -0.122 0.003 0.044 0.011
```
Forces are in eV/Å.

Output
Charge: -1
ΔE to the lowest compared entry with this formula, charge and spin in eV: 1.476
Maximum force in eV/Å: 1.45
HOMO in eV: -3.203

Record 7
The following is a DFT calculation (ωB97M-V/def2-TZVPD) of C38H38F5N2O5SSeSn as an isolated structure in a non-equilibrium geometry.

```
91
Properties=species:S:1:pos:R:3:forces:R:3
Sn -0.762 -1.080 -0.623 0.415 -0.707 0.656
C -2.687 1.848 2.822 0.005 0.002 -0.011
C -2.795 0.517 2.121 -0.038 0.009 0.076
C -3.372 0.413 0.856 -0.163 -0.064 0.054
C -3.801 1.632 0.079 -0.011 -0.001 -0.012
C -3.576 -0.861 0.286 0.303 0.079 -0.262
C -4.432 -1.005 -0.956 0.022 -0.017 0.005
C -3.094 -2.018 0.954 0.258 -0.041 -0.107
C -3.451 -3.403 0.489 -0.146 -0.023 0.121
C -2.379 -1.879 2.159 -0.047 0.057 -0.017
C -1.804 -3.104 2.821 0.018 0.003 0.011
C -2.271 -0.625 2.756 -0.013 0.005 0.032
C -1.551 -0.501 4.074 0.005 -0.010 -0.005
H -3.125 1.787 3.819 -0.001 0.000 0.002
H -3.207 2.642 2.298 0.002 -0.005 0.004
H -1.646 2.155 2.944 0.000 -0.002 0.002
H -4.867 1.841 0.208 -0.002 -0.006 -0.002
H -3.614 1.495 -0.985 -0.001 -0.002 0.001
H -3.251 2.515 0.386 -0.008 0.007 0.011
H -3.847 -1.221 -1.854 -0.006 -0.014 -0.004
H -4.999 -0.101 -1.152 0.009 0.003 -0.010
H -5.151 -1.813 -0.836 -0.011 0.013 0.009
H -4.046 -3.899 1.260 -0.050 0.041 -0.015
H -2.573 -4.022 0.331 0.001 -0.026 0.043
H -4.016 -3.413 -0.436 0.025 0.003 -0.014
H -2.542 -3.588 3.467 0.000 -0.003 -0.001
H -0.937 -2.861 3.431 -0.006 0.000 0.000
H -1.489 -3.846 2.087 -0.007 0.000 0.001
H -0.468 -0.499 3.911 -0.001 -0.011 0.002
H -1.778 -1.337 4.734 -0.009 0.008 0.003
H -1.804 0.412 4.602 0.004 0.010 -0.002
C 4.026 -2.331 2.626 -0.035 -0.022 -0.007
C 3.837 -1.867 1.191 0.056 0.063 0.069
N 3.233 -0.535 1.112 0.011 -0.038 0.076
C 4.187 0.586 1.136 0.000 -0.002 -0.028
C 4.664 0.929 -0.266 -0.016 0.009 -0.013
C 1.933 -0.321 1.032 -0.103 0.069 0.061
S 0.862 -1.718 1.163 -0.026 0.195 0.055
N 1.554 0.962 0.975 0.074 -0.035 -0.073
C 0.368 1.429 0.681 -0.107 -0.055 0.079
O -0.667 0.795 0.257 0.011 0.150 -0.094
C 0.183 2.895 0.818 0.018 -0.008 -0.020
C 0.943 3.622 1.730 -0.003 0.005 0.011
C 0.750 4.987 1.854 0.000 0.003 0.004
C -0.179 5.633 1.048 -0.003 -0.002 -0.002
C -0.920 4.914 0.120 0.002 0.001 -0.006
C -0.747 3.544 0.010 0.008 0.001 -0.012
H 4.562 -3.280 2.638 -0.003 -0.002 0.000
H 3.063 -2.475 3.117 0.001 0.010 0.005
H 4.603 -1.611 3.206 0.012 -0.003 -0.007
H 3.211 -2.553 0.639 -0.017 0.008 0.010
H 4.793 -1.806 0.672 -0.006 -0.002 -0.004
H 5.015 0.272 1.771 0.019 0.010 -0.014
H 3.701 1.440 1.596 -0.012 -0.014 0.011
H 5.234 0.111 -0.709 -0.017 -0.010 -0.007
H 5.306 1.809 -0.236 0.013 -0.008 0.003
H 3.811 1.141 -0.910 0.006 0.024 0.013
H 1.668 3.107 2.346 0.001 0.001 -0.003
H 1.325 5.551 2.576 0.001 -0.001 0.000
H -0.321 6.702 1.141 -0.001 0.001 0.000
H -1.632 5.422 -0.518 0.001 -0.001 -0.002
H -1.313 2.972 -0.714 -0.006 0.002 0.000
F 3.429 -6.751 1.053 -0.004 0.002 0.000
C 2.497 -6.020 0.463 0.013 0.007 0.018
C 2.856 -4.874 -0.230 -0.042 -0.054 -0.048
F 4.141 -4.527 -0.302 0.013 -0.029 -0.047
C 1.881 -4.113 -0.846 0.079 -0.146 -0.282
F 2.262 -3.040 -1.539 -0.003 0.048 0.075
C 0.540 -4.466 -0.783 -0.059 0.273 0.240
Se -0.827 -3.472 -1.654 -0.235 0.376 -0.649
C 0.208 -5.622 -0.091 -0.051 0.053 0.085
F -1.065 -6.005 0.006 0.015 -0.003 0.034
C 1.168 -6.401 0.530 -0.004 -0.016 -0.002
F 0.825 -7.499 1.190 -0.009 -0.011 0.008
O -1.373 0.171 -2.262 -0.105 -0.227 -0.004
C -0.145 0.472 -2.507 -0.108 -0.193 -0.155
O 0.739 -0.201 -1.890 0.119 0.259 0.093
C 0.194 1.567 -3.409 -0.068 0.010 -0.018
C 1.342 2.305 -3.151 0.048 -0.060 -0.058
C 1.674 3.411 -3.933 0.002 -0.001 0.002
C 0.825 3.704 -4.972 0.007 -0.011 -0.006
O 0.933 4.706 -5.872 -0.004 0.013 -0.003
C -0.184 4.583 -6.762 0.002 -0.007 0.001
O -0.970 3.478 -6.311 -0.005 0.010 -0.002
C -0.324 2.960 -5.232 0.008 -0.009 0.004
C -0.683 1.893 -4.461 -0.049 0.079 0.064
H 1.972 2.022 -2.318 0.006 -0.015 -0.012
H 2.553 4.007 -3.738 0.002 -0.001 -0.004
H 0.180 4.386 -7.771 0.002 0.000 -0.001
H -0.779 5.495 -6.720 0.001 0.002 -0.003
H -1.585 1.327 -4.643 0.006 -0.008 -0.006
```
Forces are in eV/Å.

Output
Charge: +1
ΔE to the lowest compared entry with this formula, charge and spin in eV: 0.448
Maximum force in eV/Å: 1.05
HOMO in eV: -10.770

Record 8
The following is a DFT calculation (ωB97M-V/def2-TZVPD) of a 2-piece molecular cluster, C3H8NS overall in a non-equilibrium geometry.

```
13
Properties=species:S:1:pos:R:3:forces:R:3
C -1.173 -1.726 0.633 -0.937 0.943 0.462
C 0.683 0.660 -1.586 1.169 2.842 3.592
C 0.419 0.487 -0.126 -1.387 1.275 1.871
N 0.762 1.435 0.734 0.167 0.910 -2.398
S -2.030 -1.539 2.064 2.137 -0.177 -0.423
H -0.176 -1.374 0.762 1.441 -0.846 -0.264
H -0.162 0.952 -2.115 -1.782 0.125 -0.868
H 0.994 -0.286 -1.762 1.451 -2.677 -1.964
H 1.400 1.489 -1.636 0.404 -0.456 -0.797
H -1.572 -1.965 -0.375 0.139 0.329 0.936
H -3.159 -1.311 1.524 -2.336 -0.070 -0.745
H 1.167 2.373 0.459 -0.274 -1.328 -0.190
H 0.442 1.520 1.673 -0.191 -0.870 0.787
```
Forces are in eV/Å.

Output
Charge: +1
ΔE to the lowest compared entry with this formula, charge and spin in eV: 3.760
Maximum force in eV/Å: 4.73
HOMO in eV: -12.749